{"formula": "C15H26GaNOSb2", "method": "ωB97M-V/def2-TZVPD", "elements": ["Sb", "Sb", "Ga", "O", "N", "C", "C", "C", "C", "C", "C", "C", "C", "C", "C", "C", "C", "C", "C", "C", "H", "H", "H", "H", "H", "H", "H", "H", "H", "H", "H", "H", "H", "H", "H", "H", "H", "H", "H", "H", "H", "H", "H", "H", "H", "H"], "xyz": [[-1.564, -1.336, 0.486], [0.263, 1.521, -1.994], [-0.524, 1.187, 0.632], [-2.198, 1.507, 1.731], [-2.950, 2.510, 3.585], [2.719, -1.103, -1.892], [-0.559, -2.711, -0.829], [-0.787, 2.462, -3.581], [-3.492, -2.078, 0.977], [2.207, 2.329, -2.244], [3.629, -1.822, -1.139], [0.452, 2.141, 2.080], [3.172, -2.792, -0.256], [1.815, -3.037, -0.156], [-1.980, 2.229, 2.745], [0.886, -2.332, -0.925], [-0.597, 2.775, 2.990], [0.417, -0.522, -2.659], [-0.534, -1.796, 2.295], [1.344, -1.332, -1.796], [-3.924, -1.432, 1.737], [-3.891, 2.191, 3.403], [0.788, -0.437, -3.681], [-0.723, -2.821, 2.610], [0.536, -1.659, 2.138], [-0.261, 2.206, -4.499], [2.151, 3.405, -2.091], [2.522, 2.122, -3.265], [4.689, -1.639, -1.251], [-0.352, 2.640, 4.045], [-0.875, -1.116, 3.076], [-4.130, -2.102, 0.099], [-1.814, 2.110, -3.624], [-1.083, -2.714, -1.782], [3.079, -0.370, -2.605], [-0.769, 3.539, -3.430], [-0.602, -0.901, -2.702], [3.873, -3.372, 0.329], [-0.657, 3.853, 2.818], [1.100, 2.890, 1.631], [2.904, 1.890, -1.536], [-3.341, -3.082, 1.370], [1.461, -3.816, 0.510], [-2.792, 3.076, 4.405], [1.082, 1.424, 2.606], [-0.692, -3.685, -0.360]], "lowdin_charge": [1.44, 1.39, 0.47, -0.11, 0.25, -0.05, -0.28, -0.26, -0.24, -0.26, -0.05, -0.22, -0.05, -0.04, -0.46, -0.30, -0.15, -0.29, -0.27, -0.30, 0.02, 0.15, 0.09, 0.03, 0.02, 0.03, 0.02, 0.03, 0.12, 0.14, 0.02, 0.02, 0.02, 0.07, 0.11, 0.02, 0.05, 0.12, 0.14, 0.06, 0.02, 0.03, 0.12, 0.15, 0.07, 0.08], "charge": 2, "orbital_gap_ev": 7.69, "multiplicity": 1}

***

{"formula": "C15H26IO4P2Ru", "method": "ωB97M-V/def2-TZVPD", "elements": ["I", "Ru", "P", "P", "O", "O", "O", "O", "C", "C", "C", "C", "C", "C", "C", "C", "C", "C", "C", "C", "C", "C", "C", "H", "H", "H", "H", "H", "H", "H", "H", "H", "H", "H", "H", "H", "H", "H", "H", "H", "H", "H", "H", "H", "H", "H", "H", "H", "H"], "xyz": [[3.747, 0.056, -3.105], [-0.654, 0.039, -0.728], [0.117, -2.018, -1.542], [0.133, 2.052, -1.143], [-1.061, -2.528, 1.884], [-2.270, -0.713, 1.355], [-3.223, 0.282, -2.310], [-1.799, 1.445, 2.491], [0.764, -2.901, -3.051], [0.198, 3.146, -2.652], [1.703, 2.609, -0.348], [-1.405, -2.984, -1.203], [-2.229, 0.188, -1.664], [1.390, -2.640, -0.355], [-1.167, 0.810, 3.410], [1.965, 0.235, -3.985], [0.012, 0.721, 5.566], [-0.663, 1.447, 4.593], [-0.923, -0.622, 3.307], [-1.403, -1.388, 2.136], [-1.146, 2.932, -0.151], [0.275, -0.649, 5.415], [-0.199, -1.303, 4.278], [0.896, -3.968, -2.797], [-2.125, 2.718, -0.614], [0.246, 4.202, -2.330], [2.545, 2.045, -0.775], [0.974, -2.583, 0.658], [-0.015, -2.362, 4.104], [-2.250, 0.292, 1.685], [1.630, -3.681, -0.602], [-1.139, 2.541, 0.885], [-1.541, -3.070, -0.113], [-0.935, 4.009, -0.162], [-0.728, 3.015, -3.233], [0.325, 1.232, 6.475], [1.494, 1.075, -3.446], [1.882, 3.679, -0.532], [-1.290, -3.970, -1.670], [0.832, -1.208, 6.178], [1.923, 0.343, -5.054], [1.423, -0.674, -3.646], [-0.834, 2.517, 4.692], [1.741, -2.508, -3.372], [1.628, 2.453, 0.737], [-2.246, -2.425, -1.643], [2.281, -2.010, -0.471], [0.038, -2.814, -3.874], [1.079, 2.937, -3.278]], "lowdin_charge": [0.89, 0.95, 0.75, 0.67, 0.09, 0.03, 0.17, 0.02, -0.23, -0.21, -0.24, -0.23, -0.27, -0.23, -0.27, -0.71, -0.01, 0.07, -0.04, -0.48, -0.24, 0.03, 0.04, 0.08, 0.05, 0.08, 0.01, 0.03, 0.14, 0.07, 0.07, 0.02, 0.03, 0.08, 0.06, 0.13, -0.07, 0.07, 0.07, 0.14, 0.03, -0.08, 0.14, 0.03, 0.05, 0.04, 0.04, 0.07, 0.05], "charge": 2, "orbital_gap_ev": [7.36, 4.33], "de_lowest_kj_mol": 0.0, "multiplicity": 6}

***

{"formula": "C15H26MgNO2P", "method": "ωB97M-V/def2-TZVPD", "elements": ["P", "Mg", "O", "O", "N", "C", "C", "C", "C", "C", "C", "C", "C", "C", "C", "C", "C", "C", "C", "C", "H", "H", "H", "H", "H", "H", "H", "H", "H", "H", "H", "H", "H", "H", "H", "H", "H", "H", "H", "H", "H", "H", "H", "H", "H", "H"], "xyz": [[2.108, -1.004, 0.172], [-0.406, -0.614, 0.493], [-0.069, 1.547, 4.420], [0.169, 1.255, 2.155], [-1.928, -1.042, -0.895], [0.524, 3.176, -2.602], [-2.398, -2.331, -0.348], [-2.951, 0.053, -0.693], [-1.586, -1.206, -2.352], [1.358, 1.296, -1.281], [1.599, 2.425, -2.107], [0.048, 0.955, -0.943], [-0.636, 0.603, 5.471], [-2.444, 1.476, -1.022], [2.442, -2.184, -1.231], [3.596, -1.248, 1.240], [-1.011, 1.726, -1.393], [2.565, 0.593, -0.662], [0.109, 0.824, 3.305], [-0.766, 2.891, -2.173], [-2.867, -2.959, -1.124], [1.878, -1.850, -2.121], [2.622, 2.718, -2.370], [-3.109, 1.910, -1.771], [-2.696, 2.047, -0.114], [4.554, -1.195, 0.692], [2.971, 1.213, 0.168], [-1.981, -2.178, -2.683], [-2.031, -0.410, -2.957], [3.520, -2.270, -1.465], [0.034, -0.256, 5.657], [3.601, -0.488, 2.040], [-1.617, 0.213, 5.147], [2.044, -3.157, -0.895], [-0.464, -2.590, 0.564], [-3.821, -0.196, -1.330], [3.371, 0.446, -1.409], [-0.494, -1.192, -2.523], [-3.065, -2.220, 0.519], [-1.627, 3.513, -2.452], [-0.804, 1.066, 6.436], [0.668, 4.037, -3.248], [-3.255, 0.060, 0.360], [-1.530, -2.963, -0.003], [0.233, -0.258, 3.596], [3.542, -2.231, 1.734]], "lowdin_charge": [0.81, 0.47, -0.03, 0.04, -0.35, -0.10, -0.23, -0.18, -0.04, -0.32, -0.06, -0.16, -0.01, -0.16, -0.27, -0.29, -0.28, -0.33, -0.34, -0.06, 0.07, 0.04, 0.10, 0.10, 0.12, 0.04, 0.09, 0.08, 0.10, 0.04, 0.09, 0.03, 0.10, 0.03, -0.04, 0.12, 0.09, 0.08, 0.09, 0.10, 0.09, 0.09, 0.11, -0.06, 0.15, 0.04], "orbital_gap_ev": 6.71, "de_lowest_kj_mol": 426.1, "multiplicity": 1}

***

{"formula": "C15H26N", "method": "ωB97M-V/def2-TZVPD", "elements": ["N", "C", "C", "C", "C", "C", "C", "C", "C", "C", "C", "C", "C", "C", "C", "C", "H", "H", "H", "H", "H", "H", "H", "H", "H", "H", "H", "H", "H", "H", "H", "H", "H", "H", "H", "H", "H", "H", "H", "H", "H", "H"], "xyz": [[0.577, 0.689, -1.125], [-0.124, -0.349, 1.018], [-1.558, -0.154, -3.789], [-0.426, -0.710, -2.865], [1.208, -1.747, -0.502], [-1.307, -1.015, 1.684], [-0.367, 1.875, -1.025], [0.122, -0.588, -0.517], [1.856, 1.135, -0.473], [0.655, 0.542, 3.294], [-0.973, -1.048, -1.477], [-0.714, 0.145, 3.829], [1.752, 1.360, 1.042], [0.625, 0.387, -2.565], [-1.151, -1.154, 3.175], [0.754, 0.455, 1.752], [-1.985, 0.766, -3.356], [2.064, -1.404, 0.094], [-2.364, -0.882, -3.925], [-1.523, -1.992, 1.192], [2.641, 0.425, -0.640], [-0.622, -0.026, 4.929], [0.329, 1.283, -3.123], [0.147, 2.796, -1.387], [1.558, -1.958, -1.519], [2.173, 2.061, -0.945], [-1.500, 0.917, 3.667], [-1.307, 1.684, -1.533], [1.480, 2.372, 1.291], [0.904, 1.533, 3.664], [-0.637, 2.008, 0.036], [1.379, -0.156, 3.745], [-1.177, -2.126, -1.366], [0.766, -2.662, -0.036], [2.754, 1.226, 1.485], [-1.122, 0.074, -4.739], [1.637, 0.086, -2.858], [-2.185, -0.363, 1.557], [-1.908, -0.508, -1.308], [0.044, -1.558, -3.354], [-0.415, -1.919, 3.345], [-2.059, -1.503, 3.627]], "lowdin_charge": [-0.20, -0.10, -0.04, -0.29, 0.03, -0.15, 0.06, -0.36, -0.09, -0.14, -0.09, -0.19, -0.10, -0.08, -0.21, -0.14, 0.08, 0.09, 0.09, 0.13, 0.12, 0.13, 0.13, 0.14, 0.09, 0.14, 0.13, 0.10, 0.12, 0.11, 0.12, 0.13, 0.14, 0.12, 0.14, 0.08, 0.15, 0.13, 0.13, 0.14, 0.12, 0.11], "charge": 1, "orbital_gap_ev": 9.81, "smiles": "C[C@@H]1C[C@]2(C)C3=C(CCCC3)CC[N@@+]2(C)C1", "de_lowest_kj_mol": 32.8, "multiplicity": 1}